(1)
{"formula": "C33H38N4Tl", "method": "the ωB97M-V functional and the def2-TZVPD basis", "homo_ha": -0.1496, "total_charge": -1, "elements": ["C", "H", "H", "H", "C", "C", "H", "H", "N", "H", "Tl", "C", "H", "H", "H", "C", "C", "C", "H", "H", "C", "N", "H", "H", "C", "H", "H", "H", "H", "C", "H", "H", "C", "C", "C", "C", "C", "H", "H", "C", "C", "C", "C", "C", "H", "C", "H", "H", "H", "H", "C", "N", "C", "C", "H", "C", "C", "C", "C", "C", "H", "H", "H", "H", "C", "C", "H", "N", "H", "H", "H", "H", "C", "C", "H", "H"], "coordinates": [[-5.15060, -0.88791, -2.72369], [-2.45293, -2.21227, 5.47739], [-0.74262, -2.09224, 5.64280], [-1.27107, -2.98426, 2.95230], [2.90398, -2.84383, -0.56480], [-0.15189, -0.45765, 3.64227], [-2.44655, 0.70321, 2.68229], [1.09561, 4.28541, -0.91158], [-3.14608, 0.77739, -1.68209], [-1.66342, -0.69336, 5.93203], [-0.59511, -0.98865, 0.05463], [4.07429, -1.87147, -0.46760], [3.19724, 1.05772, 1.46480], [2.45938, 4.21759, -1.95597], [-0.13917, 1.97388, 1.67559], [0.67323, 2.37346, -2.82193], [-2.47595, 1.69937, -0.73852], [1.56199, 2.27688, -1.53642], [-4.07538, -4.58932, -3.05993], [0.92021, 1.79629, -0.78046], [2.96921, 0.28978, -0.96315], [-3.17714, -0.38742, -1.33054], [3.40739, 2.48995, -3.54005], [5.47213, -1.05533, -2.75535], [-5.67537, -3.13662, -3.27866], [0.18056, 1.36790, -3.10559], [-0.58570, 4.38558, 1.24597], [-7.01350, -1.58395, -3.63568], [-2.66984, -2.91937, -1.83211], [3.52388, 1.58926, -2.92602], [-6.32619, -3.93083, -3.76153], [2.80636, -3.22809, -1.59961], [4.47661, 0.69557, -3.25706], [-2.78187, 3.02553, -0.94775], [5.37267, -2.60890, -0.83894], [-6.05935, -1.87496, -3.25094], [2.70871, 1.36738, -1.83010], [0.65936, 0.20901, 5.58287], [4.19817, -1.54640, 0.61371], [0.72728, 0.11566, 4.52042], [2.31235, 0.48094, 1.30739], [-3.62125, -2.59275, -2.22023], [-3.92233, -1.25029, -2.18050], [1.86940, 0.57745, 3.78029], [-2.00409, -1.89676, 1.93459], [-2.11698, 3.97619, -0.16615], [-5.29122, 0.19503, -2.64567], [2.92579, -3.69156, 0.05621], [5.09225, 1.02332, -4.15282], [6.31912, -2.12720, -0.77481], [4.69082, -0.40594, -2.46071], [2.08672, 0.09178, 0.11797], [3.89985, -0.67288, -1.30833], [-1.96377, -2.12770, 2.99274], [-2.03473, 1.12119, 4.30705], [-1.62607, -1.53209, 5.32721], [-1.52935, -0.97855, 3.91292], [1.54329, 0.23609, 2.43451], [-2.40639, 0.25653, 3.67453], [-1.51439, 1.22754, 0.15778], [1.15807, 2.70460, -3.73385], [5.43653, -3.39656, -0.08356], [2.68321, 3.69651, -0.30301], [-0.10973, 3.10580, -2.57033], [-0.94362, 2.25563, 0.99543], [-4.36418, -3.51080, -2.89973], [-3.03556, -2.43235, 3.27922], [0.29834, -0.37402, 2.39948], [2.72120, 1.12955, 4.09976], [-3.46237, 0.10422, 3.93071], [-2.41677, 5.04418, -0.25653], [1.91326, -2.48146, -0.44899], [1.99156, 3.72060, -1.14056], [-1.15497, 3.59466, 0.79305], [-3.49610, 3.24649, -1.67729], [5.28357, -3.12142, -1.86884]], "lowdin_charge": [-0.004, 0.073, 0.091, 0.090, -0.069, -0.347, 0.058, 0.057, 0.072, 0.049, 0.716, -0.368, 0.127, 0.056, 0.081, -0.059, -0.306, -0.344, 0.118, 0.090, -0.169, 0.005, 0.114, 0.078, -0.148, 0.109, 0.091, 0.091, 0.081, -0.079, 0.118, 0.096, -0.119, -0.073, -0.101, -0.109, -0.148, 0.080, 0.157, -0.069, -0.138, -0.064, -0.265, -0.021, -0.038, -0.105, 0.099, 0.060, 0.119, 0.058, -0.036, 0.040, -0.143, -0.082, 0.107, -0.057, -0.535, -0.341, -0.042, -0.232, 0.054, 0.069, 0.077, 0.066, -0.145, -0.086, 0.108, 0.036, 0.073, 0.077, 0.097, -0.025, -0.040, -0.116, 0.078, 0.107]}

(2)
{"formula": "C33H38O31Pd", "method": "the ωB97M-V functional and the def2-TZVPD basis", "homo_ha": [-0.3532, -0.3129], "multiplicity": 3, "elements": ["C", "C", "O", "H", "C", "C", "O", "C", "H", "H", "C", "C", "H", "C", "H", "H", "O", "H", "O", "O", "H", "C", "H", "H", "C", "H", "C", "C", "O", "O", "C", "C", "H", "C", "O", "O", "H", "O", "O", "H", "O", "H", "H", "C", "H", "H", "H", "H", "H", "H", "H", "H", "C", "H", "H", "O", "H", "O", "Pd", "C", "O", "O", "O", "C", "H", "H", "O", "C", "C", "C", "C", "C", "C", "O", "H", "H", "C", "O", "C", "H", "H", "C", "O", "C", "H", "O", "C", "O", "O", "C", "H", "O", "O", "H", "O", "O", "O", "O", "C", "C", "H", "O", "H"], "coordinates": [[8.61651, -4.28193, 4.91645], [8.01428, -5.92840, 6.19421], [11.06720, 8.23324, 1.49783], [16.81641, -6.06954, -1.08797], [11.27189, 0.75012, 0.56584], [16.78029, -5.21307, -0.41472], [9.15794, -5.32277, -0.84648], [7.79909, -5.20577, 4.07718], [5.89875, 2.81113, 1.53667], [13.69045, 0.98411, 7.41553], [18.10299, 2.01870, 1.26312], [7.43119, 1.39578, 10.69577], [18.53915, -4.77115, -1.53859], [16.29860, -3.13113, -0.92760], [9.34309, -0.69058, 9.85513], [9.40750, -3.24212, -1.23762], [10.08681, -5.36359, -2.66988], [6.54589, 2.59700, -0.72640], [9.94316, 7.11857, 0.00479], [9.00249, 0.62791, 3.30205], [16.65225, -5.60045, 0.59604], [12.00146, 2.55120, 2.32826], [9.09840, 1.67213, 8.34064], [7.09780, 3.99260, 1.67866], [19.30375, 3.29873, 2.60485], [18.70213, -4.42153, 0.28875], [14.01395, -0.00348, 7.08678], [4.61585, 4.89622, 0.13013], [8.47964, -4.68139, 6.18710], [13.11736, 2.22923, 0.33761], [10.01505, 1.03795, 2.63607], [9.35279, 0.39927, 9.87092], [11.63734, 7.20848, -1.27837], [9.79733, 8.04743, 0.86848], [3.94046, 0.23077, -0.61047], [5.36146, 4.34431, -0.91185], [9.32073, -0.18704, 1.04312], [15.64822, -2.15397, -1.07144], [19.95303, 3.46574, 3.60539], [11.79514, -5.02177, -1.60300], [8.63878, -7.03869, -2.24875], [4.53099, -0.37007, 2.03995], [18.36122, 3.98501, 0.11947], [3.96870, -0.99114, 1.34265], [8.41014, 0.11012, 7.94129], [6.82510, -4.77041, 3.85380], [8.24930, -5.53782, 3.14168], [13.06951, -1.51398, 5.85151], [11.90580, -0.43376, 6.76657], [17.39714, 1.44938, 1.86789], [11.54928, 5.74970, -0.27654], [16.76714, 3.70895, 0.84051], [10.93109, -4.48777, -1.99843], [8.39232, -3.22705, 4.75810], [12.67113, 8.50105, 0.24578], [7.93731, -6.60544, 7.20798], [12.75707, 7.12373, 1.33315], [15.78956, -4.38887, -0.85206], [13.75611, 1.17916, -2.68776], [11.29794, 6.80933, -0.32255], [7.75571, -6.30433, 4.95643], [11.58114, 0.23000, -0.52774], [7.20658, 1.30181, 9.38426], [18.08670, -4.42078, -0.61088], [14.83312, 0.01323, 6.36790], [11.26335, -3.67263, -2.64128], [18.30201, 4.07657, 2.12536], [6.20889, 3.75737, 1.09334], [9.20148, -5.97750, -1.96719], [10.08961, 0.47541, 1.41241], [12.08750, 7.69464, 0.68984], [13.93843, -1.55164, 8.70467], [12.19465, 1.94407, 1.02982], [4.86969, -1.54284, 0.33960], [10.48668, -3.98068, 0.02473], [3.38075, -1.84378, 1.68236], [3.10508, -0.04691, 0.51117], [5.42788, -0.88526, -1.82192], [12.84089, -0.99365, 6.78161], [7.28708, 4.30917, -0.77404], [9.65064, -4.43088, 4.60582], [8.48306, 0.86038, 8.72862], [6.63138, 2.01897, 11.42772], [11.03238, 2.06008, 3.19433], [2.18483, -0.51876, 0.16679], [19.30942, 2.12389, 1.93615], [6.47500, 3.65221, -0.46255], [8.67981, 8.56904, 1.09225], [14.69244, -0.65111, 8.11629], [4.78511, -0.76248, -0.80516], [18.00050, 1.52939, 0.29453], [14.18171, -2.02060, 9.77023], [8.73888, 1.00162, 10.98841], [12.77105, 3.26061, 2.59446], [3.61919, 5.61614, -0.00810], [5.17617, 4.62337, 1.32305], [17.61415, -3.13434, -0.80177], [11.09357, 2.42389, 4.44423], [17.83405, 3.51400, 0.94913], [9.91292, -4.14229, -0.88784], [10.35669, 0.78771, 9.69944], [12.81357, -1.84381, 7.96963], [2.71498, 0.81345, 1.05494]], "mulliken_spin": [0.000, 0.000, 0.000, 0.000, -0.071, 0.000, 0.000, 0.000, 0.000, 0.000, 0.000, 0.000, 0.000, 0.000, 0.000, 0.000, 0.000, 0.000, 0.000, 0.177, 0.000, 0.394, 0.000, 0.000, 0.000, 0.000, 0.000, 0.000, 0.000, 0.058, -0.059, 0.000, 0.000, 0.000, 0.000, 0.000, 0.019, 0.000, 0.000, 0.000, 0.000, 0.000, 0.000, 0.000, 0.000, 0.000, 0.000, 0.000, -0.001, 0.000, 0.000, 0.000, 0.000, 0.000, 0.000, 0.000, 0.000, 0.000, 0.906, 0.000, 0.000, 0.043, 0.000, 0.000, 0.000, 0.000, 0.000, 0.000, 0.000, 0.308, 0.000, 0.000, -0.034, 0.000, 0.000, 0.000, 0.000, 0.000, 0.001, 0.000, 0.000, 0.000, 0.000, -0.034, 0.000, 0.000, -0.001, 0.000, 0.000, 0.000, 0.000, 0.000, 0.000, 0.015, 0.000, 0.000, 0.000, 0.279, 0.000, 0.000, 0.000, 0.000, 0.000]}